Entry a
This record from OMol25 describes one molecule with the formula C4H10N2OS. The level of theory is ωB97M-V/def2-TZVPD.

ORCA input file:
```
! wB97M-V def2-TZVPD RIJCOSX def2/J DEFGRID3
* xyz 0 1
C -1.52573 -2.17885 0.31640
C -0.38143 -1.02349 0.35652
C -0.62810 0.05102 -0.93474
C 1.83400 2.02490 0.38907
H -1.18385 -3.07395 1.01824
H -1.38539 -2.55003 -0.66809
H -2.50507 -1.81952 0.65777
H 0.66646 -1.36261 0.15692
H 0.44341 -0.63806 2.79411
H -0.79840 -0.52582 -1.83557
H -1.56196 0.75779 -0.65655
H 1.12405 0.59061 -2.20713
H 0.33194 2.75970 -0.81652
H 2.49006 1.17756 0.53583
N 0.67362 0.64908 -1.26733
N 0.87072 1.92440 -0.73465
O 1.81787 2.94351 1.16795
S -0.28220 0.29378 1.72777
*
```

The HOMO-LUMO gap comes out at 9.54 eV. Its LUMO energy is 0.025 Ha. The calculation puts the HOMO energy at -8.87 eV.

Entry b
This record from OMol25 describes one molecule with the formula C4H10N2OS. The level of theory is ωB97M-V/def2-TZVPD.

ORCA input file:
```
! wB97M-V def2-TZVPD RIJCOSX def2/J DEFGRID3
* xyz 0 1
O -0.56830 -2.15291 -0.78472
C -0.52278 -1.03386 -0.21474
N 0.64295 -0.70808 0.47495
C 0.94022 0.58071 1.04083
C 2.32014 1.10762 0.67993
S 2.47981 1.49047 -1.12503
C -1.58552 -0.12904 -0.26956
N -2.76421 -0.75871 -0.80350
H 1.45193 -1.24059 0.22400
H 0.27830 1.38802 0.79937
H 0.88105 0.54931 2.13712
H 3.13047 0.40931 0.87578
H 2.48402 2.01471 1.25488
H 1.73211 0.41914 -1.43080
H -1.58030 0.89138 0.03041
H -3.40263 -1.15736 -0.09776
H -3.35025 -0.12971 -1.35199
H -2.56701 -1.54041 -1.43919
*
```

The HOMO-LUMO gap comes out at 7.53 eV. Its LUMO energy is 0.009 Ha. The calculation puts the HOMO energy at -7.28 eV.

Entry c
This record from OMol25 describes one molecule with the formula C4H10N2OS. The level of theory is ωB97M-V/def2-TZVPD.

ORCA input file:
```
! wB97M-V def2-TZVPD RIJCOSX def2/J DEFGRID3
* xyz 0 1
O -2.81894 0.24186 -1.18641
C -1.85560 -0.47797 -1.15324
C -0.76778 -0.26484 -0.11472
C 0.30500 -1.29669 0.07130
S -0.43833 -2.99761 0.27342
N -0.18053 1.02936 -0.53554
C 1.13121 1.49138 -0.13171
N 1.46074 1.34278 1.28985
H -1.70245 -1.27132 -1.90702
H -1.28240 -0.12983 0.84794
H 0.80936 -1.20516 0.98049
H 0.97961 -1.43144 -0.77395
H -1.70758 -2.65372 0.53486
H -0.85873 1.73982 -0.33917
H 1.88630 0.98125 -0.73577
H 1.13869 2.55013 -0.32156
H 2.20951 1.94389 1.61899
H 1.69190 0.40811 1.58225
*
```

The HOMO-LUMO gap comes out at 10.01 eV. Its LUMO energy is 0.028 Ha. The calculation puts the HOMO energy at -9.25 eV.

Entry d
This record from OMol25 describes one molecule with the formula C4H10N2OS. The level of theory is ωB97M-V/def2-TZVPD.

ORCA input file:
```
! wB97M-V def2-TZVPD RIJCOSX def2/J DEFGRID3
* xyz 0 1
C 2.19401 -0.18898 -0.23525
C 0.98968 -1.11375 -0.42130
C -0.38813 1.77115 0.44985
C -1.27594 -1.33254 0.41233
H 2.38228 -0.00556 0.86515
H 3.08840 -0.52732 -0.80920
H 1.89972 0.88022 -0.60373
H 0.77354 -1.16893 -1.50730
H 1.17594 -2.13983 -0.00893
H -1.01193 1.59073 1.34985
H 0.71225 2.00016 0.77877
H -0.76956 2.58119 -0.11426
H -0.94004 -2.23355 0.86733
H -2.31236 0.92766 -0.68215
N -0.14236 -0.53678 0.18806
N -2.53114 -1.20857 0.34180
O -0.43658 0.65296 -0.47691
S -3.40779 0.05175 -0.39411
*
```

The HOMO-LUMO gap comes out at 9.01 eV. Its LUMO energy is 0.031 Ha. The calculation puts the HOMO energy at -8.18 eV.

Name the most stable of them. entry c.

Entry a
This record from OMol25 describes a 2-piece molecular cluster, C15H18O overall. The level of theory is ωB97M-V/def2-TZVPD.

ORCA input file:
```
! wB97M-V def2-TZVPD RIJCOSX def2/J DEFGRID3
* xyz 0 1
C -0.99379 -3.13691 -0.93713
C -2.57523 -1.25077 -1.50897
C -1.53140 -2.12106 -1.77250
C -2.90577 -0.36274 -2.55865
C -2.06734 0.02062 -3.56019
C -0.61363 -1.79095 -2.84522
C -0.86072 -0.69623 -3.75192
H -3.21371 -1.29641 -0.67283
H -3.84525 0.40726 -2.30533
H -0.65872 -4.06057 -1.42122
H -1.82201 -3.43284 -0.16448
H -2.07026 1.06801 -3.90528
H -0.01178 -2.68020 -3.23724
H -0.07513 -0.66131 -4.54462
H -0.19905 -2.75404 -0.35415
C 1.34966 1.49907 4.18846
C 1.36143 0.01956 4.77566
C 1.10185 1.41323 2.69896
C 0.83778 2.42163 1.86450
C 1.38849 0.13934 2.12038
C 0.74506 2.34906 0.45939
C 1.38722 -0.08708 0.81950
C 1.15176 1.09968 -0.01538
O 1.56122 1.01745 -1.33502
H 0.50505 2.15815 4.72572
H 2.18415 2.16190 4.48796
H 2.22819 -0.60204 4.34062
H 0.81913 3.40772 2.17705
H 1.68356 -0.64738 2.73617
H 0.52883 3.17288 -0.18506
H 1.64633 -1.03997 0.44005
H 1.36656 0.17164 -1.75381
H 0.48989 -0.73219 4.50926
H 1.30226 0.12106 5.94605
*
```

The HOMO-LUMO gap comes out at 8.93 eV. Its LUMO energy is 0.029 Ha. The calculation puts the HOMO energy at -8.14 eV.

Entry b
This record from OMol25 describes a 2-piece molecular cluster, C15H18O overall. The level of theory is ωB97M-V/def2-TZVPD.

ORCA input file:
```
! wB97M-V def2-TZVPD RIJCOSX def2/J DEFGRID3
* xyz 0 1
C -2.68815 -3.38611 0.47543
C -1.62436 -4.21615 -0.20486
C -2.68283 -1.90953 0.46000
C -2.17965 -1.25859 1.58533
C -2.93535 -1.17138 -0.72532
C -2.06833 0.10703 1.67515
C -3.03824 0.23230 -0.56564
C -2.55644 0.83522 0.58482
O -2.49174 2.18987 0.62514
H -3.64883 -3.88449 0.12893
H -2.81291 -3.81045 1.48449
H -0.87425 -4.61244 0.51784
H -1.96668 -1.78316 2.50315
H -3.27052 -1.67931 -1.63246
H -1.36253 0.69915 2.26707
H -3.42897 0.82763 -1.37242
H -2.51582 2.61669 -0.23373
H -1.04597 -3.66073 -0.94939
H -1.83014 -5.19913 -0.58141
C 2.15787 2.53785 1.54856
C 4.59440 1.34499 -1.07197
C 3.79845 1.20601 -2.19828
C 4.01222 1.84434 0.08818
C 2.71066 2.27559 0.19715
C 2.50752 1.73194 -2.13193
C 1.96483 2.25544 -0.99065
H 5.61167 0.97122 -1.04540
H 4.29914 0.81888 -3.07491
H 4.58113 1.82541 1.01344
H 1.94543 1.66826 -3.03737
H 2.75867 2.32916 2.45782
H 1.22934 1.94903 1.64241
H 0.99204 2.72963 -1.10377
H 1.85832 3.57583 1.66461
*
```

The HOMO-LUMO gap comes out at 9.07 eV. Its LUMO energy is 0.025 Ha. The calculation puts the HOMO energy at -8.38 eV.

Name the most stable of them. entry b.

Entry a
This record from OMol25 describes C5H12N2O as an isolated structure. The level of theory is ωB97M-V/def2-TZVPD.

ORCA input file:
```
! wB97M-V def2-TZVPD RIJCOSX def2/J DEFGRID3
* xyz 0 1
C -0.21577 -1.48774 0.17795
C 1.43849 0.38200 -0.45538
C 1.12659 0.94329 -1.83891
C -2.03142 1.41305 1.54826
N 0.48660 -2.37087 0.94865
C -0.96688 0.58566 0.91047
O -0.40991 -1.95337 -1.07502
N -1.12540 -0.66385 0.74734
H -0.82436 -1.25799 -1.60189
H 0.76296 -2.02968 1.85577
H 1.11396 -2.97988 0.44665
H 1.95677 -0.57595 -0.53505
H 2.12519 1.04667 0.08200
H 0.32159 0.70464 0.29410
H 0.45712 0.28204 -2.40119
H 0.62419 1.91366 -1.76768
H 2.01592 1.08019 -2.46325
H -2.91142 0.84479 1.86041
H -1.60717 1.92564 2.41592
H -2.33703 2.19770 0.85084
*
```

The HOMO-LUMO gap comes out at 7.62 eV. Its LUMO energy is 0.027 Ha. The calculation puts the HOMO energy at -6.88 eV.

Entry b
This record from OMol25 describes one molecule with the formula C5H12N2O. The level of theory is ωB97M-V/def2-TZVPD.

ORCA input file:
```
! wB97M-V def2-TZVPD RIJCOSX def2/J DEFGRID3
* xyz 0 1
C 1.11554 -0.43102 -1.41572
C 1.47460 1.48598 0.19471
C 1.11687 -0.87169 1.06962
C -2.95910 -0.52627 0.17531
C 0.87439 0.12378 -0.03292
N -1.51811 -0.60275 0.19335
N -0.88656 0.43365 0.00155
O -1.23640 1.58192 -0.21766
H 0.63568 -1.40371 -1.52086
H 0.73548 0.24206 -2.18252
H 2.18852 -0.55785 -1.56450
H 1.26665 1.83892 1.20232
H 1.05486 2.20034 -0.51160
H 2.55209 1.44593 0.05338
H 2.14668 -1.22436 1.01900
H 0.95264 -0.42479 2.04678
H 0.45298 -1.72491 0.95901
H -3.31245 0.46328 -0.12562
H -3.32959 -0.76376 1.17312
H -3.32478 -1.28476 -0.51674
*
```

The HOMO-LUMO gap comes out at 10.44 eV. Its LUMO energy is 0.034 Ha. The calculation puts the HOMO energy at -9.52 eV.

Entry c
This record from OMol25 describes a 3-piece molecular cluster, C5H12N2O overall. The level of theory is ωB97M-V/def2-TZVPD.

ORCA input file:
```
! wB97M-V def2-TZVPD RIJCOSX def2/J DEFGRID3
* xyz 0 1
C 0.63572 -1.68311 0.60655
C 0.73364 -0.60854 -1.64818
N 1.23839 -0.91836 1.46521
H 0.86086 0.45219 1.09495
H 2.22155 -1.15238 1.57873
H -0.43071 -1.57365 0.46344
H 1.09700 -2.58315 0.20731
H 0.02270 -0.32020 -2.41636
H 1.61848 0.02773 -1.66532
H 1.01338 -1.65432 -1.77696
C -0.37243 1.26644 -0.62020
N 0.55575 1.43251 0.58727
C -1.63991 0.60095 -0.31405
C -2.07190 0.19574 0.88474
O -0.18025 2.03853 -1.54288
H 0.11678 2.04221 1.27862
H 1.37848 1.90902 0.22306
H -2.26877 0.50447 -1.19068
H -1.47721 0.27317 1.78757
H -3.05154 -0.24926 0.99716
*
```

The HOMO-LUMO gap (spin up / spin down) comes out at 7.30 / 7.30 eV. Its LUMO energy (spin up / spin down) is 0.019 / 0.019 Ha. The calculation puts the HOMO energy (spin up / spin down) at -6.78 / -6.78 eV.

Name the most stable of them. entry b.

Entry a
This record from OMol25 describes one molecule with the formula C5H12N2O. The level of theory is ωB97M-V/def2-TZVPD.

ORCA input file:
```
! wB97M-V def2-TZVPD RIJCOSX def2/J DEFGRID3
* xyz 0 1
N 0.16739 2.45978 1.74232
C 0.81712 1.37174 1.00846
C 2.24295 1.78664 0.64151
C 0.03261 1.02618 -0.27034
N 0.14068 -0.37755 -0.60056
C -0.96673 -1.08434 -1.21943
C -1.17876 -2.42367 -0.54582
O -1.76712 -3.33872 -1.05656
H -0.75457 2.64603 1.37742
H 0.15675 2.29523 2.74403
H 0.87328 0.44100 1.57609
H 2.82814 1.88687 1.55812
H 2.26178 2.75593 0.14217
H 2.70412 1.00169 0.03009
H 0.43575 1.67274 -1.06315
H -1.01750 1.27301 -0.14254
H 1.01154 -0.63034 -1.05607
H -1.87271 -0.47897 -1.20580
H -0.74855 -1.30820 -2.27219
H -0.73890 -2.53962 0.46353
*
```

The HOMO-LUMO gap comes out at 9.83 eV. Its LUMO energy is 0.035 Ha. The calculation puts the HOMO energy at -8.89 eV.

Entry b
This record from OMol25 describes a 2-piece molecular cluster, C5H12N2O overall. The level of theory is ωB97M-V/def2-TZVPD.

ORCA input file:
```
! wB97M-V def2-TZVPD RIJCOSX def2/J DEFGRID3
* xyz 0 1
C -2.24251 1.54427 1.16568
C -1.87396 0.83994 -0.10904
C -1.79900 1.45444 -1.27904
O -1.47579 0.78000 -2.42370
H -1.42196 1.48277 1.88131
H -2.44968 2.59485 0.96423
H -3.13363 1.10937 1.61715
H -1.68749 -0.22779 -0.07873
H -1.97693 2.51690 -1.39537
H -1.45755 1.39662 -3.16624
C 1.41857 -1.06655 0.57549
C 2.45904 -1.65106 0.00694
N 2.35434 -2.46417 -1.16512
N 1.55300 -0.25322 1.74259
H 0.43231 -1.17801 0.13262
H 3.45563 -1.53973 0.43316
H 2.66594 -3.39979 -0.95955
H 2.94398 -2.11214 -1.90320
H 0.88813 -0.53629 2.44699
H 1.34756 0.70959 1.51381
*
```

The HOMO-LUMO gap comes out at 9.50 eV. Its LUMO energy is 0.030 Ha. The calculation puts the HOMO energy at -8.67 eV.

Name the most stable of them. entry a.

Entry a
This record from OMol25 describes one molecule with the formula C5H12N2O. The level of theory is ωB97M-V/def2-TZVPD.

ORCA input file:
```
! wB97M-V def2-TZVPD RIJCOSX def2/J DEFGRID3
* xyz 0 1
C -0.91798 0.27251 -0.13034
C 1.88950 1.13993 -0.57814
C -1.65485 -0.38490 -1.28654
C -1.77152 0.34865 1.12658
N 1.47302 0.08436 0.32404
C 0.36653 -0.67661 0.21705
O 2.68971 -0.80704 0.62954
N 0.13529 -1.86847 0.52138
H 2.85611 -0.70456 1.57821
H -0.59857 1.27461 -0.41443
H 0.95974 -2.39596 0.79748
H 1.36873 2.06745 -0.33257
H 1.72637 0.87595 -1.62516
H 2.95135 1.31022 -0.41636
H -1.03840 -0.40418 -2.18365
H -1.22882 0.83797 1.93366
H -1.91261 -1.40684 -1.02048
H -2.56835 0.16610 -1.51161
H -2.04923 -0.65341 1.44329
H -2.67601 0.92423 0.92806
*
```

The HOMO-LUMO gap comes out at 9.92 eV. Its LUMO energy is 0.026 Ha. The calculation puts the HOMO energy at -9.22 eV.

Entry b
This record from OMol25 describes one molecule with the formula C5H12N2O. The level of theory is ωB97M-V/def2-TZVPD.

ORCA input file:
```
! wB97M-V def2-TZVPD RIJCOSX def2/J DEFGRID3
* xyz 0 1
N 1.39738 -1.91295 1.68288
C 1.99320 -0.79114 0.91535
C 1.13839 -0.50755 -0.32391
N 0.19802 0.56700 -0.10457
C -1.62118 2.05636 -0.67891
C -0.91366 0.76381 -1.03063
C -1.85569 -0.43215 -0.89776
O -2.95369 -0.39191 -0.40166
H 0.76352 -1.53776 2.39692
H 2.11283 -2.29586 2.30123
H 2.01258 0.12071 1.51534
H 2.96156 -1.13950 0.58583
H 1.77470 -0.26582 -1.17715
H 0.64542 -1.45354 -0.55262
H -0.07523 0.78715 0.84077
H -0.91847 2.79018 -0.30949
H -2.25495 2.40293 -1.50164
H -2.41777 1.87565 0.04918
H -0.51398 0.76625 -2.04257
H -1.47299 -1.40185 -1.26659
*
```

The HOMO-LUMO gap comes out at 9.44 eV. Its LUMO energy is 0.035 Ha. The calculation puts the HOMO energy at -8.49 eV.

Entry c
This record from OMol25 describes C5H12N2O as an isolated structure. The level of theory is ωB97M-V/def2-TZVPD.

ORCA input file:
```
! wB97M-V def2-TZVPD RIJCOSX def2/J DEFGRID3
* xyz 0 1
C 2.02854 1.38068 0.16449
C -1.10864 -0.47586 1.40961
N 1.13842 0.32698 0.63154
C -0.50021 0.39918 0.32199
N -1.00472 1.63233 0.29712
H 1.42804 -0.03211 1.54566
H -0.52869 2.20535 -0.40058
H 1.66777 1.74683 -0.79364
H 3.02980 0.96809 0.03323
H 2.08203 2.19594 0.88639
H -0.56213 -1.41203 1.52614
H -1.10147 0.07321 2.35200
H -2.14581 -0.69147 1.16018
C -1.12418 -1.59686 -1.33176
C -0.17478 -0.45661 -1.01841
O 1.10334 -0.87611 -0.67100
H -0.13038 0.24396 -1.86570
H -0.84514 -2.08626 -2.26597
H -2.13627 -1.19812 -1.43886
H -1.11552 -2.34711 -0.54241
*
```

The HOMO-LUMO gap (spin up / spin down) comes out at 6.94 / 6.94 eV. Its LUMO energy (spin up / spin down) is -0.025 / -0.025 Ha. The calculation puts the HOMO energy (spin up / spin down) at -7.62 / -7.62 eV.

Name the most stable of them. entry b.